82
Properties=species:S:1:pos:R:3 method="wB97M-V/def2-TZVPD" de_lowest_kcal_mol=0.00 gap_ev="1.4 / 3.8" total_charge=-2 e_tot_ha=-2352.6596 spin_multiplicity=4 lumo_ev="4.0 / 4.0"
Tc -0.7960 1.1953 1.2320
Cl -0.8510 -0.9680 0.6165
C -1.7381 3.2697 4.6859
C -0.7799 1.9212 3.1624
N -1.9514 2.2514 3.7981
H 0.1205 4.3004 5.2146
N 0.1757 2.7013 3.7740
H -2.5235 3.7097 5.2676
C -3.2448 1.6357 3.4881
C -4.2765 2.0957 4.5072
C -3.7522 2.0737 2.1262
H -4.4472 3.1773 4.4245
H -5.2092 1.5753 4.2615
H -3.9789 1.8231 5.5254
H -4.0868 -0.3190 3.4575
H -2.6728 -0.1712 4.5198
H -3.1862 1.6869 1.2592
C -3.0838 0.1193 3.5461
H -3.7813 3.1683 2.0548
H -4.7699 1.6741 2.0031
H -2.4651 -0.2994 2.7377
C -0.4217 3.5662 4.6519
C 1.9915 3.8560 2.5672
H 1.6767 4.8234 2.9743
H 3.0852 3.8511 2.4746
C 1.6097 2.7143 3.5011
H 3.1252 1.4276 2.8061
C 2.3571 2.9973 4.8013
H 2.0971 2.2809 5.5844
H 1.5549 3.7339 1.5759
H 1.6371 1.2178 1.8809
H 2.1760 4.0175 5.1600
H 3.4250 2.9002 4.5827
C 2.0323 1.3849 2.9018
H 1.7856 0.5510 3.5682
C 1.5410 -4.8472 -4.9767
N 0.8940 -4.2502 -3.9013
H 3.7062 -4.9957 -5.3644
N 2.9915 -3.9872 -3.5660
H 1.0321 -5.3336 -5.7913
C -0.5412 -4.1692 -3.6515
C -1.2885 -4.8333 -4.7860
C -0.8430 -4.8426 -2.3189
H -1.0285 -5.8967 -4.8563
H -2.3586 -4.7507 -4.5681
H -1.0859 -4.3241 -5.7362
H -2.0008 -2.6562 -3.3110
H -0.7372 -2.1622 -4.4522
H -0.3041 -4.3525 -1.5008
C -0.9264 -2.7018 -3.5192
H -0.5908 -5.9072 -2.3476
H -1.9193 -4.7532 -2.1360
H -0.3890 -2.2230 -2.6937
C 2.8698 -4.6795 -4.7646
C 4.2443 -4.1911 -1.5026
H 4.2889 -5.2830 -1.5575
H 5.1497 -3.8393 -0.9967
C 4.2169 -3.5697 -2.8926
H 5.0814 -1.7583 -2.1778
C 5.4142 -3.9977 -3.7109
H 5.4004 -3.5239 -4.7003
H 3.3707 -3.8836 -0.9187
H 3.3002 -1.7606 -2.1248
H 5.4503 -5.0900 -3.8073
H 6.3124 -3.6660 -3.1789
C 4.1744 -2.0588 -2.7127
H 4.1638 -1.5467 -3.6796
C 1.7815 -3.7173 -3.0415
Cl -0.5601 5.3965 0.9224
C -1.7447 4.6382 -0.0656
C -2.8915 5.3675 -0.3460
C -3.9547 4.7507 -1.0157
C -3.8579 3.4125 -1.3779
C -2.6968 2.6884 -1.1074
C -1.5855 3.2855 -0.4648
C -0.2826 2.5343 -0.2755
H -2.9659 6.4018 -0.0209
H -4.8417 5.3308 -1.2532
H -4.7096 2.9179 -1.8692
H -2.6504 1.6225 -1.3582
H 0.5225 3.2278 -0.0048
H 0.0148 2.0348 -1.2121



58
Properties=species:S:1:pos:R:3 method="wB97M-V/def2-TZVPD" de_lowest_kcal_mol=83.58 gap_ev="5.5 / 5.5" e_tot_ha=-2177.5497 lumo_ev="-0.2 / -0.2"
Ce -0.5946 -0.5734 -0.3374
O -0.6421 -3.9926 -1.0039
C -0.2031 -2.8412 -1.0703
N -0.7073 -1.8521 -1.8263
C -2.1527 -1.7368 -1.6490
C -2.5417 -0.3115 -1.9649
C -3.0919 0.0086 -3.2050
C -3.4367 1.3305 -3.4708
C -3.2106 2.2969 -2.4992
C -2.6469 1.8959 -1.2985
N -2.3156 0.6230 -1.0067
C 1.0828 -2.5590 -0.3295
C 2.1306 -3.4508 -0.5453
C 3.3106 -3.2879 0.1754
C 3.4052 -2.2495 1.0957
C 2.3092 -1.4166 1.2661
N 1.1505 -1.5485 0.5947
H -2.4864 -1.9410 -0.6219
H -2.7061 -2.4300 -2.2949
H -3.2326 -0.7688 -3.9472
H -3.8647 1.5978 -4.4304
H -3.4565 3.3362 -2.6733
H -2.4375 2.6098 -0.5093
H 2.0063 -4.2574 -1.2593
H 4.1391 -3.9707 0.0219
H 4.3080 -2.0950 1.6736
H 2.3314 -0.5959 1.9756
O -1.4322 -3.4563 5.3474
C -1.2728 -2.9093 4.2682
C -1.7914 -3.3528 2.9750
O -2.4702 -4.3453 2.7641
C -1.3435 -2.3780 1.9676
C -0.6118 -1.4111 2.5658
O -0.0283 -0.3113 1.8646
C -0.5253 -1.6795 4.0102
O 0.0628 -0.9980 4.8349
O -1.6172 -2.4111 0.5656
C 2.9490 2.5895 -2.1997
N 2.2251 2.8168 -0.9457
C 3.0732 3.4316 0.0841
C 1.2860 1.8747 -0.5387
N 1.2967 0.6746 -0.9862
N 0.3751 2.4273 0.3508
C -0.7455 2.1064 1.0893
N -1.1753 3.1863 1.8004
N -1.3955 1.0116 1.2000
H 3.4442 3.5087 -2.5309
H 2.2604 2.2902 -2.9971
H 3.7099 1.8112 -2.0753
H 3.6878 4.2315 -0.3431
H 3.7377 2.6827 0.5280
H 2.4761 3.8835 0.8825
H 1.8456 0.3673 -1.5744
H 0.4182 3.4286 0.2445
H -0.4297 3.6502 2.3059
H -1.9213 2.9455 2.4436
H -2.1165 0.9216 1.6777
H -0.4183 1.5914 -0.4364



12
Properties=species:S:1:pos:R:3 method="wB97M-V/def2-TZVPD" de_lowest_kcal_mol=110.43 gap_ev=9.6 total_charge=+1 e_tot_ha=-376.8602 smiles="C[n+]1cc(=O)[nH]o1" lumo_ev=-5.7
C 0.3118 1.7426 -0.6911
N -0.0583 0.4662 -0.1933
C -0.8373 -0.0573 0.5737
C -0.4793 -1.5525 0.8426
O -0.8310 -2.1972 1.7496
N 0.4605 -1.7982 0.0107
O 0.9217 -0.6861 -0.7561
H 0.0510 2.5581 0.0838
H -0.2373 2.1241 -1.5806
H 1.3235 1.4939 -1.0088
H -1.4642 0.6009 1.2245
H 0.8388 -2.6945 -0.2549



8
Properties=species:S:1:pos:R:3 method="wB97M-V/def2-TZVPD" gap_ev="4.8 / 8.8" total_charge=+1 e_tot_ha=-1150.9802 spin_multiplicity=2 lumo_ev="-5.6 / -5.6"
O -0.5390 -0.6322 -1.7943
Sc 0.1870 -0.3154 -0.0663
O 0.6072 0.3176 1.6972
C 0.7031 1.3917 2.5589
Mg -1.3774 -0.7237 -3.4272
H 0.8202 2.3599 2.0318
H -0.2019 1.4854 3.1918
H 1.5642 1.3040 3.2519



40
Properties=species:S:1:pos:R:3 method="wB97M-V/def2-TZVPD" gap_ev="8.8 / 5.7" total_charge=+1 e_tot_ha=-3270.0763 spin_multiplicity=5 lumo_ev="-3.6 / -7.3"
Os -0.8259 -0.5154 1.2631
F -6.1770 -0.9853 3.0918
C -5.3468 -0.4650 2.2125
F -5.4895 -1.0617 1.0382
F -5.5551 0.8320 2.0909
S -3.6139 -0.7226 2.8103
O -2.8245 -0.1004 1.7031
O -3.4784 -0.0964 4.0737
N -3.4748 -2.2766 2.8581
S -2.5006 -3.2236 2.1090
O -1.2432 -2.5279 1.7009
O -2.3035 -4.4614 2.7562
C -3.2823 -3.5705 0.4665
F -4.5062 -4.0228 0.6462
F -2.5521 -4.4568 -0.1852
F -3.3191 -2.4306 -0.2312
C 2.8420 3.5516 -0.3990
Si 2.6167 2.3704 -1.8281
C 4.1780 2.2138 -2.8403
C 1.1500 2.8207 -2.8920
C 2.2680 0.6367 -1.0827
C 3.1092 -0.4630 -1.2919
C 2.8532 -1.7163 -0.7435
C 1.7266 -1.8946 0.0320
N 0.9059 -0.8589 0.2398
C 1.1689 0.3554 -0.2978
S -0.1622 1.4068 0.2866
H 3.1221 4.5383 -0.7741
H 3.6353 3.2235 0.2752
H 1.9305 3.6794 0.1874
H 4.4087 3.1810 -3.2917
H 4.0752 1.4965 -3.6567
H 5.0423 1.9310 -2.2364
H 1.3517 3.7586 -3.4141
H 0.2378 2.9671 -2.3112
H 0.9497 2.0614 -3.6497
H 3.9955 -0.3400 -1.9026
H 3.5219 -2.5470 -0.9155
H 1.4552 -2.8358 0.4901
I 0.1109 0.5484 3.6124